Entry 1:
This record from the Open Molecules 2025 dataset describes an isolated molecule of C5H8O. The level of theory is the ωB97M-V functional and the def2-TZVPD basis.

Computed properties:
F_max: 1.0 eV/A
highest occupied orbital energy: -8.798 eV
energy relative to the best compared isomer or geometry (same formula, charge and spin): 277.74 kJ/mol
gap between HOMO and LUMO: 0.3654 Eh
energy: -7359.3767 eV

Geometry (Å):
C1 0.297 1.606 1.063
C2 -0.018 0.367 0.213
C3 0.769 -0.913 0.328
C4 0.351 -0.574 -1.043
C5 -1.147 -0.797 -1.078
O1 -1.396 0.209 -0.049
H1 0.044 2.544 0.563
H2 -0.316 1.579 1.982
H3 1.337 1.658 1.407
H4 0.428 -1.906 0.594
H5 1.816 -0.703 0.541
H6 0.991 -0.674 -1.918
H7 -1.535 -1.743 -0.682
H8 -1.611 -0.606 -2.053


Entry 2:
This record from the Open Molecules 2025 dataset describes a structure of composition C5H7N. The level of theory is the ωB97M-V functional and the def2-TZVPD basis.

Computed properties:
F_max: 1.8 eV/A
highest occupied orbital energy: -8.790 eV
energy relative to the best compared isomer or geometry (same formula, charge and spin): 435.42 kJ/mol
gap between HOMO and LUMO: 0.3570 Eh
energy: -6783.9997 eV

Geometry (Å):
C1 1.224 -0.463 0.476
C2 0.320 0.682 0.783
C3 -0.730 0.710 -0.384
C4 -0.349 -0.416 -1.283
N1 0.153 -1.265 -0.171
C5 -0.932 -0.091 0.834
H1 1.539 -1.029 1.358
H2 2.117 -0.219 -0.120
H3 0.585 1.496 1.446
H4 -1.350 1.543 -0.692
H5 -1.198 -0.947 -1.723
H6 0.357 -0.157 -2.088
H7 -1.736 0.156 1.563


Entry 3:
This record from the Open Molecules 2025 dataset describes the ion C31H48N2O3 with charge +2. The level of theory is the ωB97M-V functional and the def2-TZVPD basis.

Computed properties:
F_max: 0.9 eV/A
highest occupied orbital energy: -11.645 eV
energy relative to the best compared isomer or geometry (same formula, charge and spin): 0.00 kJ/mol
gap between HOMO and LUMO: 0.2758 Eh
energy: -42035.8062 eV
net charge: +2

Geometry (Å):
C1 10.611 0.045 -1.068
C2 9.884 0.252 0.251
N1 8.476 0.756 0.153
C3 8.470 2.087 -0.480
C4 7.961 0.878 1.555
C5 6.500 1.279 1.697
C6 7.623 -0.147 -0.673
C7 7.546 -1.603 -0.217
C8 6.442 -2.335 -0.990
C9 5.040 -2.107 -0.428
O1 4.684 -0.739 -0.560
C10 3.372 -0.389 -0.372
C11 3.042 0.924 -0.708
C12 1.751 1.410 -0.562
C13 0.776 0.564 -0.069
C14 1.116 -0.754 0.278
C15 2.396 -1.246 0.137
C16 -0.091 -1.460 0.790
O2 -0.177 -2.601 1.170
C17 -1.169 -0.437 0.720
C18 -2.491 -0.567 1.089
C19 -3.324 0.542 0.936
O3 -4.652 0.574 1.270
C20 -5.218 -0.496 2.003
C21 -5.766 -1.610 1.099
C22 -6.612 -1.073 -0.062
C23 -7.897 -0.425 0.448
N2 -8.721 0.274 -0.580
C24 -9.909 0.832 0.095
C25 -9.158 -0.654 -1.671
C26 -9.964 -1.866 -1.230
C27 -7.962 1.391 -1.232
C28 -7.237 2.345 -0.294
C29 -2.815 1.727 0.404
C30 -1.484 1.848 0.035
C31 -0.649 0.760 0.200
H1 11.608 -0.323 -0.838
H2 10.732 0.967 -1.629
H3 10.130 -0.698 -1.698
H4 9.858 -0.692 0.795
H5 10.443 0.972 0.853
H6 7.457 2.478 -0.521
H7 9.093 2.776 0.088
H8 8.850 2.025 -1.497
H9 8.116 -0.080 2.052
H10 8.584 1.618 2.062
H11 6.276 1.328 2.760
H12 5.823 0.556 1.254
H13 6.295 2.261 1.281
H14 6.614 0.263 -0.689
H15 8.007 -0.119 -1.694
H16 7.320 -1.675 0.847
H17 8.492 -2.113 -0.400
H18 6.630 -3.408 -0.946
H19 6.460 -2.034 -2.038
H20 5.007 -2.400 0.630
H21 4.333 -2.731 -0.986
H22 3.818 1.563 -1.102
H23 1.524 2.428 -0.836
H24 2.604 -2.264 0.423
H25 -2.831 -1.510 1.485
H26 -6.025 -0.042 2.587
H27 -4.498 -0.912 2.713
H28 -6.348 -2.296 1.715
H29 -4.934 -2.168 0.669
H30 -6.837 -1.906 -0.727
H31 -6.002 -0.351 -0.606
H32 -8.521 -1.188 0.916
H33 -7.648 0.314 1.208
H34 -9.612 1.589 0.817
H35 -10.576 1.287 -0.636
H36 -10.449 0.051 0.625
H37 -9.754 -0.067 -2.372
H38 -8.263 -0.993 -2.194
H39 -10.899 -1.594 -0.750
H40 -9.402 -2.525 -0.576
H41 -10.215 -2.435 -2.122
H42 -8.681 1.953 -1.832
H43 -7.234 0.948 -1.914
H44 -7.903 2.808 0.430
H45 -6.822 3.145 -0.903
H46 -6.410 1.872 0.228
H47 -3.486 2.565 0.298
H48 -1.119 2.781 -0.365


Entry 4:
This record from the Open Molecules 2025 dataset describes an isolated molecule of C15H20N6OS2. The level of theory is the ωB97M-V functional and the def2-TZVPD basis.

Computed properties:
F_max: 1.2 eV/A
highest occupied orbital energy: -8.276 eV
energy relative to the best compared isomer or geometry (same formula, charge and spin): 0.00 kJ/mol
gap between HOMO and LUMO: 0.3189 Eh
energy: -48538.5728 eV

Geometry (Å):
C1 -1.968 -2.102 0.094
N1 -0.946 -1.241 0.614
C2 -1.037 -0.001 1.189
C3 -2.286 0.735 1.449
S1 -2.986 1.470 -0.093
C4 -4.485 0.598 -0.257
N2 -5.266 1.018 -1.246
C5 -6.417 0.398 -1.401
C6 -6.814 -0.651 -0.577
C7 -5.917 -1.016 0.413
N3 -4.756 -0.402 0.576
N4 0.156 0.442 1.477
N5 1.055 -0.481 1.107
C8 0.393 -1.481 0.585
S2 1.092 -2.916 -0.089
C9 2.747 -2.207 -0.316
C10 2.587 -0.956 -1.185
O1 1.681 -0.890 -1.994
N6 3.496 0.023 -1.031
C11 4.548 0.084 -0.042
C12 4.111 0.982 1.117
C13 3.810 2.379 0.580
C14 2.753 2.284 -0.517
C15 3.213 1.323 -1.613
H1 -1.849 -3.104 0.511
H2 -1.877 -2.164 -0.993
H3 -2.948 -1.708 0.359
H4 -3.070 0.099 1.858
H5 -2.065 1.569 2.111
H6 -7.038 0.757 -2.211
H7 -7.758 -1.152 -0.702
H8 -6.116 -1.826 1.105
H9 3.137 -1.995 0.676
H10 3.347 -2.963 -0.821
H11 5.429 0.519 -0.531
H12 4.820 -0.913 0.300
H13 3.204 0.568 1.560
H14 4.896 1.018 1.874
H15 4.725 2.823 0.176
H16 3.451 3.018 1.387
H17 1.825 1.908 -0.084
H18 2.560 3.266 -0.952
H19 4.124 1.695 -2.095
H20 2.436 1.191 -2.367


Entry 5:
This record from the Open Molecules 2025 dataset describes a structure of composition C18H54BF4O18Tl. The level of theory is the ωB97M-V functional and the def2-TZVPD basis.

Computed properties:
F_max: 3.0 eV/A
highest occupied orbital energy: -13.832 eV
gap between HOMO and LUMO: 0.0706 Eh
energy: -72615.7775 eV
net charge: +2

Geometry (Å):
Tl1 1.547 -2.191 -2.084
B1 -0.124 0.829 0.522
F1 0.085 0.408 1.809
F2 0.608 1.994 0.239
F3 0.353 -0.194 -0.351
F4 -1.463 1.073 0.120
C1 1.627 -3.849 1.606
C2 0.734 -4.863 0.938
O1 0.858 -4.745 -0.505
O2 1.486 -2.569 0.950
H1 2.670 -4.169 1.517
H2 1.387 -3.647 2.650
H3 -0.318 -4.588 1.038
H4 1.020 -5.855 1.284
H5 0.643 -5.626 -0.830
H6 1.693 -1.900 1.627
C3 -3.902 1.608 -1.966
C4 -3.981 2.793 -0.973
O3 -2.886 3.648 -1.348
O4 -2.746 0.845 -1.677
H7 -3.818 2.033 -2.967
H8 -4.812 1.071 -1.703
H9 -3.711 2.337 -0.018
H10 -4.915 3.349 -0.974
H11 -2.872 4.489 -0.887
H12 -2.023 1.473 -1.836
C5 3.046 3.495 2.105
C6 3.555 3.444 0.663
O5 4.698 2.595 0.422
O6 4.125 3.847 2.947
H13 2.556 2.553 2.360
H14 2.352 4.341 2.092
H15 3.982 4.443 0.506
H16 2.800 3.434 -0.115
H17 5.486 3.124 0.565
H18 3.850 3.775 3.866
C7 -3.504 3.259 3.978
C8 -2.251 3.064 3.070
O7 -2.580 2.770 1.742
O8 -4.198 4.429 3.555
H19 -3.380 3.418 5.045
H20 -4.228 2.454 3.799
H21 -1.532 2.416 3.574
H22 -1.843 4.077 2.985
H23 -2.021 2.054 1.366
H24 -4.354 4.407 2.603
C9 0.101 -0.479 -5.360
C10 -0.890 -0.101 -4.314
O9 -0.420 -0.205 -2.975
O10 0.784 -1.626 -4.896
H25 0.917 0.194 -5.695
H26 -0.356 -0.450 -6.362
H27 -1.715 -0.833 -4.347
H28 -1.415 0.857 -4.405
H29 -1.155 -0.029 -2.359
H30 1.093 -2.090 -5.687
C11 -3.302 -1.176 2.253
C12 -3.960 -2.538 2.451
O11 -3.791 -3.138 3.711
O12 -2.192 -1.271 1.367
H31 -2.862 -0.807 3.187
H32 -4.028 -0.468 1.845
H33 -3.660 -3.245 1.673
H34 -5.016 -2.362 2.220
H35 -4.540 -2.877 4.255
H36 -1.611 -0.493 1.320
C13 -1.936 -3.887 -2.430
C14 -2.158 -3.221 -1.099
O13 -1.190 -2.199 -0.934
O14 -0.577 -4.103 -2.760
H37 -2.418 -3.160 -3.106
H38 -2.610 -4.715 -2.660
H39 -2.158 -3.924 -0.257
H40 -3.185 -2.839 -1.113
H41 -1.433 -1.712 -0.117
H42 -0.580 -4.734 -3.490
C15 4.154 0.726 -3.481
C16 3.163 1.561 -2.663
O15 2.238 0.817 -1.871
O16 3.699 -0.618 -3.681
H43 5.132 0.707 -2.995
H44 4.308 1.207 -4.450
H45 2.603 2.291 -3.248
H46 3.766 2.053 -1.887
H47 1.626 1.405 -1.389
H48 4.237 -0.937 -4.416
C17 4.314 0.106 2.473
C18 3.698 -0.940 3.371
O17 2.268 -1.105 3.381
O18 3.706 0.247 1.229
H49 5.383 -0.113 2.354
H50 4.294 1.051 3.041
H51 4.097 -0.829 4.379
H52 4.018 -1.917 2.980
H53 1.969 -0.369 2.815
H54 3.892 1.134 0.834


Entry 6:
This record from the Open Molecules 2025 dataset describes a cluster of 5 separate species, C2H14NO5 in total. The level of theory is the ωB97M-V functional and the def2-TZVPD basis.

Computed properties:
F_max: 5.2 eV/A
highest occupied orbital energy: -13.916 eV
energy relative to the best compared isomer or geometry (same formula, charge and spin): 273.82 kJ/mol
gap between HOMO and LUMO: 0.3929 Eh
energy: -14020.0998 eV
net charge: +1

Geometry (Å):
O1 0.483 -1.958 2.765
C1 0.509 -1.641 1.534
C2 -0.948 -1.245 1.050
N1 -1.132 0.142 1.408
H1 1.410 -1.639 0.875
H2 -1.264 -1.346 -0.053
H3 -1.725 -1.936 1.282
H4 -0.349 0.819 0.883
H5 -1.975 0.586 1.073
H6 -1.276 0.180 2.473
H7 1.372 -3.705 -1.440
H8 1.938 -2.426 -1.140
O2 1.144 -2.777 -1.586
H9 1.498 1.255 0.093
H10 1.476 1.644 1.565
O3 1.105 1.042 0.882
H11 0.260 2.781 -3.416
H12 -0.274 3.726 -2.418
O4 0.226 2.887 -2.514
H13 -0.700 1.784 -1.515
H14 -0.909 0.504 -1.156
O5 -0.869 1.322 -0.644


Entry 7:
This record from the Open Molecules 2025 dataset describes a cluster of 2 separate species, C6H14N2 in total. The level of theory is the ωB97M-V functional and the def2-TZVPD basis.

Computed properties:
F_max: 3.2 eV/A
highest occupied orbital energy: -7.024 eV
energy relative to the best compared isomer or geometry (same formula, charge and spin): 808.20 kJ/mol
gap between HOMO and LUMO: 0.1484 Eh
energy: -9421.1080 eV

Geometry (Å):
C1 1.135 2.095 -1.554
C2 0.287 0.801 -1.536
C3 -0.271 0.400 -0.068
C4 -1.360 -0.644 -0.092
C5 -1.306 -1.807 -0.729
C6 0.246 -1.191 2.501
N1 -0.783 -0.126 2.495
N2 1.004 -0.237 -2.051
H1 0.562 2.914 -1.113
H2 1.994 1.893 -0.910
H3 1.471 2.319 -2.562
H4 -0.627 0.933 -2.130
H5 0.566 0.280 0.607
H6 -0.813 1.295 0.280
H7 -2.188 -2.432 -0.668
H8 -2.287 -0.237 0.283
H9 1.290 -0.967 2.255
H10 -0.194 -1.636 1.612
H11 0.173 -1.912 3.318
H12 -0.512 0.539 3.232
H13 2.016 -0.159 -1.935
H14 -0.403 -2.122 -1.234


Entry 8:
This record from the Open Molecules 2025 dataset describes a cluster of 13 separate species, C39H70O39 in total. The level of theory is the ωB97M-V functional and the def2-TZVPD basis.

Computed properties:
F_max: 2.4 eV/A
highest occupied orbital energy: -10.371 eV
energy relative to the best compared isomer or geometry (same formula, charge and spin): 138.84 kJ/mol
gap between HOMO and LUMO: 0.3824 Eh
energy: -121429.4680 eV

Geometry (Å):
C1 13.018 13.616 5.980
C2 12.194 14.381 7.036
O1 12.679 15.708 6.936
C3 13.727 15.778 6.074
O2 14.395 16.748 5.929
O3 13.875 14.620 5.406
H1 12.440 13.213 5.153
H2 13.664 12.912 6.497
H3 12.353 13.892 7.996
H4 11.131 14.353 6.796
C4 11.597 8.259 3.016
C5 11.383 7.411 1.775
O4 12.692 6.963 1.486
C6 13.356 6.868 2.661
O5 14.364 6.274 2.853
O6 12.675 7.527 3.633
H5 10.788 8.193 3.744
H6 11.819 9.312 2.848
H7 10.946 7.957 0.935
H8 10.613 6.648 1.927
C7 14.563 3.562 7.712
C8 14.371 4.641 6.621
O7 14.183 3.811 5.469
C9 14.614 2.571 5.699
O8 14.633 1.701 4.885
O9 15.046 2.453 6.979
H9 13.607 3.326 8.186
H10 15.238 3.977 8.455
H11 15.291 5.210 6.513
H12 13.489 5.248 6.749
C10 19.265 10.713 9.538
C11 20.556 10.036 9.986
O10 21.227 11.003 10.773
C12 20.612 12.199 10.637
O11 20.996 13.215 11.123
O12 19.500 12.106 9.886
H13 18.418 10.442 10.173
H14 19.019 10.574 8.490
H15 21.118 9.678 9.122
H16 20.327 9.184 10.628
C13 18.444 7.845 1.465
O13 17.630 6.716 1.746
C14 18.113 5.695 2.445
O14 19.249 5.524 2.808
O15 17.104 4.852 2.613
C15 17.229 3.720 3.464
H17 19.440 7.471 1.203
H18 18.585 8.535 2.295
H19 18.016 8.298 0.577
H20 16.215 3.359 3.609
H21 17.587 4.106 4.425
H22 17.900 2.941 3.112
C16 20.892 7.087 7.452
O16 21.549 8.106 6.723
C17 21.758 7.863 5.424
O17 21.332 6.949 4.781
O18 22.653 8.769 5.010
C18 22.954 8.846 3.617
H23 20.608 7.505 8.415
H24 21.565 6.244 7.623
H25 20.002 6.671 6.980
H26 22.803 9.899 3.376
H27 22.232 8.317 2.993
H28 23.950 8.475 3.397
C19 13.083 6.594 10.960
O19 14.102 7.535 10.570
C20 14.333 7.586 9.265
O20 13.979 6.828 8.404
O21 14.995 8.704 8.914
C21 15.302 9.712 9.874
H29 12.118 7.037 10.715
H30 13.168 6.397 12.022
H31 13.197 5.678 10.384
H32 16.127 9.338 10.481
H33 14.468 10.036 10.493
H34 15.623 10.597 9.336
C22 18.375 15.031 6.752
O22 18.765 13.763 7.227
C23 19.961 13.287 6.834
O23 20.925 13.961 6.606
O24 19.817 11.998 6.559
C24 20.724 11.347 5.702
H35 19.160 15.790 6.773
H36 17.611 15.397 7.439
H37 17.972 15.008 5.737
H38 20.314 11.321 4.695
H39 20.915 10.330 6.047
H40 21.752 11.715 5.763
C25 15.842 10.202 2.331
O25 15.412 9.947 1.006
C26 15.950 10.687 0.036
O26 16.770 11.551 0.174
O27 15.402 10.270 -1.105
C27 15.683 10.944 -2.305
H41 16.762 10.756 2.511
H42 15.796 9.291 2.916
H43 15.112 10.893 2.780
H44 16.731 11.199 -2.462
H45 15.089 11.858 -2.387
H46 15.377 10.296 -3.125
C28 16.713 7.447 5.335
O28 16.466 8.825 5.138
C29 16.948 9.695 6.027
O29 17.853 9.482 6.793
O30 16.193 10.782 5.930
C30 16.228 11.770 6.979
H47 16.230 6.883 4.539
H48 16.320 7.112 6.298
H49 17.775 7.185 5.343
H50 17.030 11.475 7.658
H51 15.318 11.501 7.519
H52 16.311 12.810 6.695
C31 18.038 5.686 13.298
O31 18.640 5.135 12.136
C32 17.936 5.160 11.019
O32 16.750 5.354 10.942
O33 18.763 4.924 9.993
C33 18.102 4.823 8.758
H53 17.685 6.705 13.141
H54 18.716 5.595 14.136
H55 17.133 5.108 13.511
H56 18.741 4.393 7.989
H57 17.677 5.765 8.396
H58 17.240 4.148 8.740
C34 12.787 9.981 6.167
O34 12.009 9.780 7.332
C35 12.212 10.615 8.349
O35 13.090 11.445 8.438
O36 11.355 10.330 9.304
C36 11.272 11.155 10.463
H59 12.179 10.460 5.387
H60 13.173 9.058 5.746
H61 13.586 10.713 6.275
H62 11.685 10.590 11.300
H63 10.219 11.356 10.635
H64 11.854 12.072 10.375
C37 13.983 13.808 14.179
O37 13.840 13.517 12.792
C38 14.800 13.944 11.984
O38 15.836 14.473 12.297
O39 14.445 13.675 10.734
C39 15.337 14.051 9.695
H65 13.756 12.902 14.744
H66 13.231 14.534 14.482
H67 15.005 14.105 14.393
H68 16.306 13.581 9.859
H69 15.433 15.138 9.658
H70 14.887 13.775 8.744